Record 1
This record from the Open Molecules 2025 dataset describes a structure of composition C36H57BN9O5PSZr in a non-equilibrium geometry. The level of theory is wB97M-V/def2-TZVPD.

```
111
Properties=species:S:1:pos:R:3:forces:R:3
Zr 0.18060 -0.14580 0.06010 0.364 0.024 -1.477
C -2.26180 -0.05710 2.96670 -0.346 0.090 -0.174
C -0.90070 0.35380 3.10910 0.901 -0.159 0.416
C -0.20350 0.68520 4.28770 -0.424 -0.075 -0.666
C 0.99720 1.22350 3.87460 -0.075 -0.214 -0.081
C 2.07030 1.79130 4.72120 0.107 0.158 -0.098
N 1.03090 1.17520 2.51680 -0.498 0.105 0.670
N -0.10770 0.63440 2.05310 -0.092 0.328 1.081
B 1.88990 2.08320 1.54910 0.118 -0.004 -0.708
N 0.88490 2.78180 0.62830 0.065 0.654 0.134
N 0.07520 2.04630 -0.18290 0.024 0.956 0.044
C -0.80260 2.89280 -0.73710 0.041 0.181 -0.004
C -1.91070 2.41350 -1.60690 -0.025 -0.121 0.095
C -0.52550 4.19430 -0.31130 0.097 -0.421 -0.003
C 0.54850 4.08710 0.55560 -0.194 -0.266 -0.164
C 1.25300 5.16740 1.28800 0.075 -0.049 0.096
N 2.81740 1.24990 0.65300 0.591 0.398 0.249
N 2.32140 0.30880 -0.19100 1.132 0.117 -0.113
C 3.36460 -0.24410 -0.82350 0.315 0.115 0.071
C 3.24750 -1.41980 -1.73400 -0.067 -0.001 0.165
C 4.54310 0.38420 -0.41450 -0.506 0.096 -0.001
C 4.15870 1.32940 0.52220 -0.084 -0.339 -0.182
C 5.01900 2.28200 1.26740 -0.096 0.075 0.075
H -2.86940 0.06920 3.85400 -0.092 -0.237 0.054
H -2.74550 0.23700 2.03900 -0.120 -0.306 0.011
H -2.30140 -1.44780 2.84380 0.638 0.663 -0.038
H -0.55960 0.59270 5.29150 -0.079 -0.004 0.297
H 1.96240 1.42110 5.73550 0.035 -0.018 0.078
H 3.05440 1.52890 4.34760 0.141 -0.052 -0.021
H 1.99950 2.87730 4.74530 0.033 0.100 0.027
H 2.50570 2.85540 2.18190 0.177 0.197 0.260
H -1.69730 1.40250 -1.96340 -0.181 0.246 -0.085
H -2.83280 2.37540 -1.02220 -0.014 -0.053 -0.079
H -2.07390 3.09820 -2.43890 0.007 -0.088 -0.033
H -1.04260 5.09040 -0.58570 -0.101 0.194 -0.082
H 0.86080 6.13180 0.98170 -0.016 0.050 0.002
H 1.11580 5.06430 2.36220 0.004 0.033 0.105
H 2.32040 5.14480 1.08280 0.093 0.036 -0.003
H 2.21880 -1.78530 -1.74710 0.184 -0.138 -0.089
H 3.58740 -1.17970 -2.74200 -0.033 -0.013 0.025
H 3.88940 -2.21640 -1.35690 -0.069 -0.079 -0.014
H 5.53940 0.17200 -0.74710 0.184 -0.028 -0.053
H 6.06070 2.11480 1.00740 0.004 0.002 0.006
H 4.75790 3.30740 1.01050 0.049 0.081 0.049
H 4.90410 2.15980 2.34270 0.030 0.036 0.076
C 0.24130 1.53920 -4.07830 0.221 -0.210 0.394
S 1.07650 0.12720 -3.29050 -0.517 0.281 -1.647
C 0.57180 -1.11080 -4.53560 0.200 0.166 0.480
O 0.21850 -0.21710 -2.07700 -0.352 -0.220 0.131
H 0.70230 1.71940 -5.04410 0.201 -0.095 -0.095
H 0.38630 2.41120 -3.44780 0.052 0.034 0.112
H -0.81640 1.33550 -4.20660 -0.083 -0.168 0.052
H 1.05420 -0.86340 -5.47560 0.135 0.135 -0.075
H -0.50750 -1.10980 -4.65570 -0.104 0.144 0.131
H 0.90380 -2.09400 -4.21470 0.103 -0.004 0.147
O -5.22860 -2.49970 -0.37220 -0.337 0.119 0.171
C -4.04570 -3.04840 -0.63310 0.410 0.077 -0.117
C -3.96060 -4.43750 -0.80000 -0.175 0.195 0.116
C -2.75550 -5.03000 -1.10210 -0.061 0.225 -0.077
C -1.61060 -4.25620 -1.29320 0.297 0.114 0.010
C -1.65710 -2.89880 -1.06700 -0.071 -0.088 -0.063
C -2.86230 -2.28670 -0.70630 0.144 0.353 0.034
C -2.87570 -0.86760 -0.29030 -1.981 -0.837 -0.308
O -3.92090 -0.25020 -0.09600 0.585 0.020 0.085
O -1.71570 -0.33370 -0.05050 -0.801 0.064 -0.026
H -5.13250 -1.52180 -0.29170 0.127 -0.346 -0.055
H -4.86120 -5.01940 -0.68630 -0.113 -0.066 0.009
H -2.69920 -6.10340 -1.20630 -0.038 -0.077 -0.092
H -0.69150 -4.72550 -1.60320 0.134 -0.066 0.039
H -0.76540 -2.27390 -1.17430 -0.351 -0.562 -0.107
O 0.97410 -1.85330 0.58040 0.165 0.076 -0.689
P 0.98120 -2.84360 1.74690 0.230 -1.322 2.798
N 0.80890 -4.32260 0.98890 0.372 0.847 0.351
C 1.74650 -4.56330 -0.11310 0.108 -0.023 -0.308
C 1.72080 -6.07260 -0.32160 0.032 0.013 0.069
C 1.46920 -6.60950 1.08640 -0.042 0.135 -0.093
C 0.49800 -5.58140 1.66420 -0.387 -0.260 0.193
N -0.10790 -2.35280 2.80940 0.953 -0.746 -1.658
C -2.92690 -2.47240 2.70660 -1.097 -0.620 0.020
C -2.82830 -3.26830 3.97110 0.506 -0.055 0.225
C -1.48210 -3.95230 4.14990 0.307 0.463 0.113
C -0.31130 -2.94980 4.10840 0.014 -0.258 -0.046
N 2.60360 -2.81980 2.27860 -1.423 0.192 -0.346
C 3.20710 -3.80080 3.16100 0.085 -0.582 -0.124
C 4.02260 -3.01710 4.19800 -0.101 -0.099 0.021
C 4.17810 -1.60140 3.62650 -0.060 -0.059 -0.080
C 3.32500 -1.56760 2.35090 0.085 0.440 -0.307
H 2.75590 -4.22690 0.15630 -0.039 0.015 -0.063
H 1.41760 -4.00280 -0.99250 0.135 -0.056 -0.077
H 2.64910 -6.43570 -0.75630 -0.011 -0.042 -0.058
H 0.89790 -6.35570 -0.97750 -0.036 -0.022 -0.069
H 2.39690 -6.62470 1.65870 0.033 -0.007 0.032
H 1.04550 -7.61160 1.08170 0.045 -0.014 0.075
H 0.59310 -5.49140 2.74700 -0.092 -0.083 0.001
H -0.53280 -5.85800 1.41470 0.004 -0.080 0.191
H -2.48610 -2.96660 1.84550 0.262 0.364 -0.057
H -3.93810 -2.13150 2.49870 -0.019 0.255 -0.038
H -3.60180 -4.04370 3.92390 -0.174 0.162 -0.129
H -3.06070 -2.65350 4.84320 -0.123 0.026 0.022
H -1.34480 -4.68620 3.35520 -0.012 -0.047 0.044
H -1.45770 -4.47380 5.10800 -0.095 -0.078 -0.014
H 0.58150 -3.46990 4.46890 0.076 0.085 0.223
H -0.51720 -2.13300 4.81460 0.013 -0.152 0.183
H 3.86140 -4.45850 2.57670 0.039 -0.080 0.094
H 2.44630 -4.42900 3.62790 0.080 -0.061 0.014
H 4.98520 -3.49190 4.37210 -0.008 -0.032 0.046
H 3.49930 -2.98290 5.15030 -0.056 -0.041 0.062
H 5.21690 -1.38490 3.38850 0.039 0.095 0.050
H 3.83290 -0.86760 4.35210 0.048 0.093 0.006
H 3.96250 -1.46870 1.46360 -0.018 0.159 0.137
H 2.61300 -0.73390 2.35180 0.240 -0.061 0.021
```
Positions in Å, forces in eV/Å.

**Relative energy (zero: lowest compared OMol25 entry of this formula, charge and spin)**: 55.0 kcal/mol
**Charge**: +2
**LUMO**: -7.16 eV
**Frontier orbital gap**: 5.30 eV
**E_tot**: -83980.6744 eV

Mulliken population analysis, charges in e, atoms 1 to 6: atom 1 (Zr): -0.66, atom 2 (C): -0.66, atom 3 (C): 1.03, atom 4 (C): -1.48, atom 5 (C): 0.87, atom 6 (C): -1.63

Record 2
This record from the Open Molecules 2025 dataset describes a structure of composition C4H4Br12 in a non-equilibrium geometry. The level of theory is wB97M-V/def2-TZVPD.

```
20
Properties=species:S:1:pos:R:3:forces:R:3
C -3.16255 -3.45404 -2.00917 -0.171 -0.448 0.139
Br -2.75624 -5.30571 -1.27905 0.150 1.638 -0.414
Br -5.06922 -3.36006 -2.16668 -0.309 0.086 -0.192
Br -2.30697 -3.17121 -3.76105 -0.237 -0.109 1.082
H -2.95051 -2.61808 -1.30209 0.578 -1.125 -0.590
C -1.01269 3.09637 2.09677 -0.476 1.755 1.594
Br -2.36096 2.98122 3.54281 0.462 0.294 -0.467
Br 0.72546 3.63291 2.83083 -0.832 -0.338 -0.578
Br -1.62064 4.11083 0.60482 0.087 0.424 0.030
H -1.03634 2.13036 1.74703 0.746 -2.083 -0.565
C 4.32914 1.06900 -0.57198 -3.248 -0.234 -0.327
Br 3.84972 2.74146 -1.44468 0.281 -0.486 0.471
Br 3.57155 -0.43512 -1.64095 0.628 0.674 0.587
Br 3.64393 0.94378 1.26573 0.355 0.224 -0.618
H 5.35337 0.96991 -0.51726 2.005 -0.194 -0.049
C 0.39076 -0.71354 0.53074 -2.473 0.637 0.539
Br 0.17545 0.91903 -0.48354 0.314 -0.355 -0.216
Br 0.01947 -2.31382 -0.47678 0.679 0.437 0.204
Br -1.08921 -0.59567 1.95121 1.029 -0.235 -0.523
H 1.30648 -0.62763 1.08330 0.432 -0.564 -0.105
```
Positions in Å, forces in eV/Å.

**Relative energy (zero: lowest compared OMol25 entry of this formula, charge and spin)**: 11.4 kcal/mol
**Charge**: 0
**LUMO**: -0.50 eV
**Frontier orbital gap**: 9.79 eV
**E_tot**: -844720.6576 eV

Mulliken population analysis, charges in e, atoms 1 to 6: atom 1 (C): -0.29, atom 2 (Br): -0.02, atom 3 (Br): -0.03, atom 4 (Br): 0.01, atom 5 (H): 0.30, atom 6 (C): 0.60

Question: Among the records above, which one has the highest relative energy (zero: lowest compared OMol25 entry of this formula, charge and spin)?
Answer: C36H57BN9O5PSZr

Question: Look up the LUMO of the second one.
Answer: -0.50 eV